*w*
Here is 2 unconnected molecules or ions with the total composition C2H8NO2 from OMol25. Energies are from wB97M-V/def2-TZVPD.

Results
Total charge: +1
Gap between HOMO and LUMO, eV: 10.13
LUMO, eV: -4.22
HOMO energy, eV: -14.3

Positions of all 13 atoms, in Å:
C (-1.305, 0.788, 1.207)
C (-0.786, -0.413, -0.884)
N (-1.207, -0.364, 0.360)
O (2.617, -0.020, -0.562)
O (1.338, -0.118, -1.308)
H (-1.255, 1.716, 0.600)
H (-2.045, 0.660, 1.959)
H (-0.269, 0.826, 1.620)
H (-0.564, -1.435, -1.409)
H (-0.610, 0.483, -1.437)
H (-1.508, -1.178, 0.783)
H (3.207, -0.469, -1.187)
H (2.387, -0.475, 0.258)

Atom charges from the natural (NBO) analysis, given in e for atoms 1 to 5: C -0.4332; C 0.1337; N -0.4442; O -0.4380; O -0.5537

=====

*x*
Here is 2 unconnected molecules or ions with the total composition C2H8NO2 from OMol25. Energies are from wB97M-V/def2-TZVPD.

Results
Total charge: +1
Gap between HOMO and LUMO (spin up / spin down), eV: 7.02 / 9.22
LUMO (spin up / spin down), eV: -4.60 / -3.50
HOMO energy (spin up / spin down), eV: -11.6 / -12.7

Positions of all 13 atoms, in Å:
C (-1.812, -0.245, -0.395)
C (0.831, 0.521, -0.068)
N (1.732, -0.743, -0.300)
O (-2.473, 0.486, 0.469)
O (0.592, 0.481, 1.247)
H (-2.070, -0.216, -1.367)
H (-1.373, -1.122, 0.055)
H (1.471, 1.386, -0.464)
H (1.987, -0.842, -1.275)
H (0.996, -1.452, -0.047)
H (2.565, -0.904, 0.344)
H (-2.978, 1.281, 0.175)
H (0.532, 1.368, 1.625)

Atom charges from the natural (NBO) analysis, given in e for atoms 1 to 5: C 0.1283; C 0.0961; N -0.7542; O -0.6199; O -0.7156

=====

Result of the stability comparison: *w* is the least stable of them.

=====

*w*
Here is a molecular structure, C3H3BrO2 from OMol25. Energies are from wB97M-V/def2-TZVPD.

Results
Gap between HOMO and LUMO, eV: 7.76
LUMO, eV: -2.15
HOMO energy, eV: -9.9

Positions of all 9 atoms, in Å:
C (-0.072, -1.406, -0.371)
C (0.713, 1.153, 0.451)
C (0.075, -0.004, -0.188)
O (-0.005, -2.392, 0.315)
O (0.329, 1.006, -0.917)
Br (-2.493, 0.139, 0.294)
H (-0.409, -1.449, -1.490)
H (0.142, 1.645, 1.193)
H (1.720, 1.308, 0.714)

Atom charges from the natural (NBO) analysis, given in e for atoms 1 to 5: C 0.3223; C -0.1361; C 0.4307; O -0.4346; O -0.3600

=====

*x*
Here is a molecular structure, C3H3BrO2 from OMol25. Energies are from wB97M-V/def2-TZVPD.

Results
Gap between HOMO and LUMO, eV: 10.76
LUMO, eV: 0.41
HOMO energy, eV: -10.4

Positions of all 9 atoms, in Å:
C (-0.409, -0.136, 1.389)
C (0.473, 0.921, -1.370)
C (-0.214, -0.957, 0.397)
O (0.476, 1.817, -0.579)
O (0.225, -0.336, -1.214)
Br (-0.266, -2.767, 0.199)
H (-0.673, -0.539, 2.354)
H (-0.311, 0.928, 1.275)
H (0.701, 1.068, -2.451)

Atom charges from the natural (NBO) analysis, given in e for atoms 1 to 5: C -0.4672; C 0.6565; C 0.1420; O -0.6139; O -0.5393

=====

Result of the stability comparison: *w* is the least stable of them.

=====

*w*
Here is a single C3H3ClS molecule from OMol25. Energies are from wB97M-V/def2-TZVPD.

Results
Gap between HOMO and LUMO, eV: 7.70
LUMO, eV: -1.28
HOMO energy, eV: -9.0

Positions of all 8 atoms, in Å:
C (0.515, 1.778, 0.020)
C (0.494, 0.396, -0.037)
Cl (1.932, -0.587, -0.038)
C (-0.639, -0.463, 0.120)
S (-2.227, -0.215, -0.064)
H (-0.374, 2.326, 0.379)
H (1.378, 2.441, -0.049)
H (-0.437, -1.610, 0.715)

Atom charges from the natural (NBO) analysis, given in e for atoms 1 to 5: C -0.3025; C -0.1503; Cl 0.0145; C -0.3460; S 0.1063

=====

*x*
Here is 2 unconnected molecules or ions with the total composition C3H3ClS from OMol25. Energies are from wB97M-V/def2-TZVPD.

Results
Gap between HOMO and LUMO (spin up / spin down), eV: 7.48 / 7.48
LUMO (spin up / spin down), eV: -1.57 / -1.57
HOMO energy (spin up / spin down), eV: -9.1 / -9.1

Positions of all 8 atoms, in Å:
C (0.398, 0.358, -1.087)
C (0.164, 0.514, 0.203)
C (0.112, -0.580, 1.115)
S (0.622, -1.886, 1.827)
Cl (-2.234, -0.543, 0.521)
H (0.477, 1.250, -1.664)
H (0.434, -0.597, -1.532)
H (0.027, 1.484, 0.618)

Atom charges from the natural (NBO) analysis, given in e for atoms 1 to 5: C -0.2820; C -0.3554; C 0.0655; S 0.3755; Cl -0.4875

=====

Result of the stability comparison: *x* is the least stable of them.

=====

*w*
Here is 2 unconnected molecules or ions with the total composition C9H14 from OMol25. Energies are from wB97M-V/def2-TZVPD.

Results
Total charge: +1
Multiplicity: 2
Gap between HOMO and LUMO (spin up / spin down), eV: 10.19 / 6.31
LUMO (spin up / spin down), eV: -4.48 / -8.36
HOMO energy (spin up / spin down), eV: -14.7 / -14.7

Positions of all 23 atoms, in Å:
C (1.980, -1.023, -0.281)
C (-1.782, -0.214, -2.181)
C (-0.546, 0.286, -2.727)
C (-1.750, -1.063, -1.115)
C (0.666, -0.013, -2.143)
C (-0.524, -1.437, -0.550)
C (0.689, -0.786, -0.986)
H (-2.739, 0.137, -2.558)
H (-0.543, 0.952, -3.575)
H (-2.625, -1.506, -0.660)
H (1.564, 0.413, -2.566)
H (-0.551, -2.226, 0.189)
H (1.850, -1.807, 0.464)
H (2.404, -0.128, 0.149)
H (2.724, -1.461, -0.940)
C (-0.859, 1.160, 2.307)
C (0.643, 1.344, 2.500)
H (-1.096, 0.116, 2.542)
H (-1.438, 1.815, 2.953)
H (-1.230, 1.346, 1.310)
H (1.200, 0.448, 2.217)
H (1.122, 2.226, 2.075)
H (0.839, 1.423, 3.577)

Atom charges from the natural (NBO) analysis, given in e for atoms 1 to 5: C -0.6875; C -0.0165; C -0.0567; C -0.2537; C -0.2521

=====

*x*
Here is 2 unconnected molecules or ions with the total composition C9H14 from OMol25. Energies are from wB97M-V/def2-TZVPD.

Results
Total charge: +1
Multiplicity: 2
Gap between HOMO and LUMO (spin up / spin down), eV: 9.72 / 6.12
LUMO (spin up / spin down), eV: -4.54 / -8.14
HOMO energy (spin up / spin down), eV: -14.3 / -14.3

Positions of all 23 atoms, in Å:
C (-4.169, -0.283, 0.438)
C (-3.428, -0.488, 1.748)
H (-4.553, -1.182, -0.030)
H (-4.989, 0.401, 0.615)
H (-3.504, 0.163, -0.299)
H (-4.001, -1.041, 2.504)
H (-3.134, 0.440, 2.243)
H (-2.548, -1.123, 1.621)
C (3.337, -1.537, -0.758)
C (0.813, 1.862, -0.350)
C (2.200, 2.040, -0.321)
C (0.234, 0.568, -0.413)
C (2.999, 0.979, -0.649)
C (1.023, -0.512, -0.719)
C (2.423, -0.354, -0.790)
H (0.187, 2.741, -0.393)
H (2.707, 2.973, -0.079)
H (-0.804, 0.281, -0.366)
H (4.025, 1.017, -0.983)
H (0.590, -1.498, -0.756)
H (4.199, -1.361, -1.395)
H (2.825, -2.404, -1.166)
H (3.571, -1.683, 0.299)

Atom charges from the natural (NBO) analysis, given in e for atoms 1 to 5: C -0.6042; C -0.6125; H 0.2152; H 0.2164; H 0.1786

=====

*y*
Here is 2 unconnected molecules or ions with the total composition C9H14 from OMol25. Energies are from wB97M-V/def2-TZVPD.

Results
Total charge: +1
Multiplicity: 2
Gap between HOMO and LUMO (spin up / spin down), eV: 9.40 / 5.84
LUMO (spin up / spin down), eV: -4.63 / -8.19
HOMO energy (spin up / spin down), eV: -14.0 / -14.0

Positions of all 23 atoms, in Å:
C (-0.775, 1.757, -4.114)
C (-1.403, 1.899, -2.707)
H (0.222, 1.315, -4.071)
H (-1.375, 1.056, -4.711)
H (-0.760, 2.714, -4.677)
H (-1.442, 1.096, -1.969)
H (-2.337, 2.440, -2.657)
H (-0.743, 2.645, -2.199)
C (2.742, -0.379, 1.690)
C (-1.450, -0.893, 0.797)
C (-0.709, -1.912, 1.407)
C (-0.848, 0.375, 0.805)
C (0.674, -1.842, 1.498)
C (0.469, 0.529, 0.951)
C (1.318, -0.557, 1.281)
H (-2.490, -1.040, 0.483)
H (-1.211, -2.795, 1.759)
H (-1.442, 1.316, 0.682)
H (1.157, -2.807, 1.600)
H (0.989, 1.430, 0.660)
H (3.088, 0.606, 1.544)
H (3.395, -0.991, 1.058)
H (2.848, -0.609, 2.752)

Atom charges from the natural (NBO) analysis, given in e for atoms 1 to 5: C -0.6103; C -0.6169; H 0.2054; H 0.2083; H 0.2251

=====

Result of the stability comparison: *y* is the least stable of them.

=====

*w*
Here is 2 unconnected molecules or ions with the total composition C2H3ClF2S from OMol25. Energies are from wB97M-V/def2-TZVPD.

Results
Gap between HOMO and LUMO (spin up / spin down), eV: 7.36 / 8.86
LUMO (spin up / spin down), eV: -0.40 / 0.01
HOMO energy (spin up / spin down), eV: -7.8 / -8.9

Positions of all 9 atoms, in Å:
C (-1.316, -0.287, -0.261)
C (1.394, -0.389, -0.037)
F (1.807, -1.218, 0.942)
F (1.986, -0.770, -1.184)
S (-1.406, 1.401, -0.284)
Cl (1.697, 1.285, 0.337)
H (-1.335, -0.792, -1.204)
H (-1.425, -0.829, 0.652)
H (-1.402, 1.599, 1.038)

Atom charges from the natural (NBO) analysis, given in e for atoms 1 to 5: C -0.5971; C 0.5765; F -0.3396; F -0.3384; S 0.1632

=====

*x*
Here is 2 unconnected molecules or ions with the total composition C2H3ClF2S from OMol25. Energies are from wB97M-V/def2-TZVPD.

Results
Gap between HOMO and LUMO, eV: 8.90
LUMO, eV: -0.93
HOMO energy, eV: -9.8

Positions of all 9 atoms, in Å:
C (-2.026, -0.027, 0.163)
C (1.908, -0.011, 0.619)
F (-1.705, -0.389, -1.059)
F (-3.386, -0.281, 0.202)
S (2.774, 1.229, -0.222)
Cl (2.506, -1.568, 0.129)
H (-1.741, 0.986, 0.390)
H (-1.668, -0.496, 1.039)
H (3.338, 0.557, -1.262)

Atom charges from the natural (NBO) analysis, given in e for atoms 1 to 5: C 0.4353; C -0.2569; F -0.3213; F -0.3660; S 0.1432

=====

Result of the stability comparison: *w* is the least stable of them.

=====

*w*
Here is 2 unconnected molecules or ions with the total composition C5H14N4 from OMol25. Energies are from wB97M-V/def2-TZVPD.

Results
Gap between HOMO and LUMO, eV: 8.18
LUMO, eV: 1.11
HOMO energy, eV: -7.1

Positions of all 23 atoms, in Å:
C (-1.418, 0.726, -2.057)
C (-1.213, 0.564, -0.578)
N (-1.620, -0.639, 0.005)
C (-0.587, 1.499, 0.160)
N (-0.492, 1.433, 1.572)
H (-0.980, 1.659, -2.410)
H (-0.956, -0.103, -2.617)
H (-2.480, 0.747, -2.287)
H (-0.768, -1.091, 0.533)
H (-1.969, -1.285, -0.695)
H (-0.241, 2.423, -0.289)
H (-1.217, 0.828, 1.946)
H (-0.550, 2.350, 2.003)
C (1.796, -0.994, -1.112)
C (1.666, -0.675, 0.336)
N (0.884, -1.349, 1.088)
N (0.980, -1.193, 2.449)
H (2.816, -1.324, -1.326)
H (1.589, -0.105, -1.713)
H (1.098, -1.776, -1.400)
H (2.327, 0.096, 0.744)
H (1.186, -0.243, 2.748)
H (0.147, -1.548, 2.900)

Atom charges from the natural (NBO) analysis, given in e for atoms 1 to 5: C -0.6379; C 0.1104; N -0.8794; C -0.1100; N -0.8590

=====

*x*
Here is 2 unconnected molecules or ions with the total composition C5H14N4 from OMol25. Energies are from wB97M-V/def2-TZVPD.

Results
Gap between HOMO and LUMO, eV: 8.20
LUMO, eV: 0.91
HOMO energy, eV: -7.3

Positions of all 23 atoms, in Å:
C (0.629, -1.603, 1.802)
C (0.691, -1.126, 0.384)
C (-0.124, -1.574, -0.612)
N (-1.294, -2.278, -0.326)
N (-0.147, -0.996, -1.862)
H (1.423, -1.149, 2.395)
H (0.745, -2.689, 1.889)
H (-0.329, -1.335, 2.255)
H (1.549, -0.537, 0.090)
H (-1.682, -2.743, -1.133)
H (-1.259, -2.854, 0.500)
H (0.736, -0.534, -2.054)
H (-0.881, -0.027, -1.661)
C (-1.410, 1.179, -0.664)
N (-0.811, 1.145, 0.517)
N (0.242, 1.931, 0.758)
C (1.052, 2.555, -0.273)
H (-1.250, 2.012, -1.351)
H (-2.435, 0.834, -0.623)
H (0.750, 1.608, 1.568)
H (1.419, 1.830, -1.010)
H (1.908, 3.028, 0.205)
H (0.476, 3.322, -0.794)

Atom charges from the natural (NBO) analysis, given in e for atoms 1 to 5: C -0.6572; C -0.3197; C 0.3318; N -0.8292; N -0.8315

=====

*y*
Here is a single C5H14N4 molecule from OMol25. Energies are from wB97M-V/def2-TZVPD.

Results
Gap between HOMO and LUMO (spin up / spin down), eV: 8.24 / 9.15
LUMO (spin up / spin down), eV: 0.09 / 0.22
HOMO energy (spin up / spin down), eV: -8.1 / -8.9

Positions of all 23 atoms, in Å:
C (-1.752, 0.519, 1.872)
C (-1.041, 0.514, -1.192)
C (-0.149, 0.635, 0.049)
N (0.095, 2.002, 0.325)
N (-0.603, -0.054, 1.214)
H (0.925, 2.134, 0.891)
H (0.034, 2.651, -0.446)
H (-1.454, 1.081, 2.768)
H (-2.357, -0.317, 2.240)
H (-2.379, 1.183, 1.262)
H (-0.520, 0.864, -2.088)
H (-1.926, 1.135, -1.043)
H (-1.376, -0.506, -1.344)
C (0.467, -2.264, -1.291)
N (2.206, 0.169, 0.803)
C (1.251, -0.261, -0.213)
N (0.821, -1.564, -0.088)
H (1.888, -0.219, 1.687)
H (3.114, -0.241, 0.609)
H (1.604, 0.040, -1.209)
H (-0.493, -2.773, -1.160)
H (1.205, -3.067, -1.436)
H (0.441, -1.662, -2.209)

Atom charges from the natural (NBO) analysis, given in e for atoms 1 to 5: C -0.4833; C -0.6381; C 0.2376; N -0.8577; N -0.2525

=====

Result of the stability comparison: *y* is the least stable of them.